A 9-piece molecular cluster, C23H47IO37P2S10 overall, computed with ωB97M-V/def2-TZVPD.

DFT total energy: -235391.633 eV
Max |F|: 2.5 eV Å⁻¹
HOMO-LUMO gap: 7.41 eV
Structure (SMILES): C[C@@H](COC(=O)CS[PH3]P(O)I)OC(=O)CS.O=S1(=O)OCCO1.O=S1(=O)OCCO1.O=S1(=O)OCCO1.O=S1(=O)OCCO1.O=S1(=O)OCCO1.O=S1(=O)OCCO1.O=S1(=O)OCCO1.O=S1(=O)OCCO1
Lowest unoccupied orbital energy: 0.17 eV

Last column: Löwdin charge in e.
Cartesian coordinates (Å):
I1 -6.85217 3.83111 2.81640  0.327
O1 -1.08869 -4.47331 6.65186  -0.228
O2 -2.01955 -6.27081 5.26198  -0.188
H1 -3.38214 5.06472 4.35583  0.020
H2 3.64902 -4.60287 5.68316  0.138
H3 4.82540 10.38555 0.12488  0.137
S1 0.22659 -5.86094 -8.11762  0.620
O3 -2.33551 -3.96542 4.59102  -0.197
S2 3.12664 3.60210 1.57309  0.774
H4 0.07701 0.16360 5.51264  0.100
O4 -4.65744 5.34430 0.01075  -0.291
S3 -3.39528 -4.75228 -3.91779  0.622
C1 -2.29454 6.13614 -2.16687  -0.159
H5 -6.75805 -2.10538 -3.08252  0.138
C2 -1.81314 -0.22480 2.09445  -0.483
O5 -8.07290 0.71833 -2.32514  -0.216
H6 5.66933 -3.74822 6.74424  0.135
H7 1.13992 1.52651 5.20398  0.090
O6 -0.37423 -5.80212 -6.83277  -0.220
C3 0.55535 -1.44754 3.44415  -0.105
H8 6.32288 -4.77458 5.44616  0.137
O7 -3.14331 -3.90275 -5.26238  -0.188
S4 2.77547 7.70517 0.59993  0.599
C4 4.97905 8.27995 -0.40773  -0.160
C5 -1.39694 -5.43813 -9.95847  -0.162
H9 -2.31051 -0.52319 3.03998  0.092
C6 4.58104 9.40491 0.52537  -0.162
C7 -0.93827 -1.38933 1.63174  -0.536
O8 -4.36003 -4.07459 -3.12318  -0.224
H10 0.85494 3.35690 2.26628  0.080
S5 -2.26664 -4.83424 5.94462  0.607
C8 5.71098 -3.90219 5.66369  -0.162
O9 6.16293 0.74644 -2.02406  -0.191
O10 0.38559 -1.55876 2.02282  0.002
C9 -6.04750 -1.82097 -2.30232  -0.177
H11 -3.24202 -6.37526 3.61363  0.136
C10 4.32208 -4.00982 5.06848  -0.163
H12 -0.56247 5.75168 -0.90301  0.128
H13 5.04387 9.28837 1.50816  0.135
O11 -1.95106 -4.53225 -3.25158  -0.177
C11 -1.42034 5.23125 -1.32391  -0.155
C12 -1.82304 -4.74432 3.50331  -0.169
O12 -0.83046 -6.48046 -9.15781  -0.179
H14 -0.72570 -3.39013 -10.26801  0.136
H15 1.05156 -2.37395 3.78781  0.127
H16 -2.40977 2.69554 1.62857  -0.032
O13 1.75239 7.54759 -0.36961  -0.222
S6 -3.78760 4.63224 -0.85364  0.554
H17 -1.23470 0.68403 2.32676  0.033
H18 -4.57276 2.39655 0.61456  -0.068
H19 -1.45743 -3.05955 -6.14294  0.129
H20 -0.73846 -4.61189 3.46846  0.130
H21 -4.16415 -0.76687 -2.14946  0.122
H22 -1.07562 4.36630 -1.89583  0.137
O14 8.52573 0.56725 -1.35355  -0.220
H23 1.91616 3.01643 3.66055  0.078
C13 1.59705 1.37439 2.19918  -0.562
C14 0.53977 0.75164 4.69843  -0.027
O15 -6.76106 -1.09201 -1.29513  -0.182
H24 3.30017 4.81629 2.15932  -0.140
P1 -4.41884 4.12502 2.65162  0.227
O16 -2.28628 4.76073 -0.28405  -0.218
C15 -1.04486 -4.03033 -4.24406  -0.160
O17 4.16073 7.17157 -0.01712  -0.191
C16 1.44043 -0.23124 3.90951  -0.282
O18 2.65826 7.19925 1.92210  -0.238
H25 -0.29151 1.18342 4.12088  0.079
H26 4.90123 2.19552 -0.05503  0.077
H27 6.03229 8.02308 -0.32191  0.139
H28 0.45210 -4.63320 -10.75030  0.135
H29 -1.56520 -6.89580 3.33099  0.136
H30 -5.59782 -2.71217 -1.88261  0.108
H31 5.66940 -0.70758 -0.65880  0.135
H32 5.21933 0.89478 1.11473  0.130
O19 -3.57412 5.49163 -2.19779  -0.180
H33 -0.24749 -3.45534 -3.77896  0.140
C17 -1.90502 -3.18929 -5.15994  -0.163
O20 -6.34059 1.22615 -0.61542  -0.250
H34 4.35404 -4.42630 4.05870  0.135
O21 -4.00986 3.28025 -1.22819  -0.255
O22 0.26698 -4.36809 -8.72232  -0.193
O23 -1.42287 -2.16851 0.88936  0.105
O24 3.16394 9.26258 0.68137  -0.183
H35 -2.11103 -2.20906 -4.72216  0.128
O25 -3.81292 4.21020 4.22175  -0.475
C18 5.31489 0.27874 -0.96761  -0.160
C19 1.78468 2.85990 2.58126  -0.419
S7 -6.82240 0.46020 -1.70591  0.602
S8 7.44439 1.48494 -1.38858  0.608
P2 -3.73553 2.17962 1.73680  0.334
C20 -0.32371 -4.37121 -10.02714  -0.166
H36 -1.66630 -5.81860 -10.94100  0.137
C21 -5.01913 -0.84439 -2.82632  -0.166
O26 1.48283 -6.47578 -8.33989  -0.204
H37 -4.66974 -1.10794 -3.82215  0.127
H38 -4.20140 1.50088 2.90874  -0.029
O27 6.27997 -2.73186 5.06628  -0.182
H39 4.28478 0.20210 -1.30718  0.136
H40 4.74901 8.52488 -1.44690  0.135
H41 -1.90805 6.26069 -3.17579  0.136
O28 -3.54704 -4.82476 6.54921  -0.209
H42 -0.61769 -4.88172 -4.77450  0.104
S9 5.11673 -1.68488 4.69444  0.600
H43 2.15514 -0.63882 4.64350  0.130
H44 -0.39382 -1.39750 4.00351  0.119
H45 -2.41744 7.11656 -1.70148  0.135
C22 -2.19405 -6.17174 3.84398  -0.162
O29 7.55891 2.76896 -1.98160  -0.225
O30 6.87526 1.64996 0.10595  -0.186
O31 -3.53208 -6.11683 -4.27210  -0.204
C23 5.48626 1.29642 0.13904  -0.184
O32 5.10294 -0.64881 5.66148  -0.210
O33 5.17919 -1.42885 3.30098  -0.216
O34 2.23049 0.36205 2.87040  0.017
O35 0.91846 1.17010 1.26606  0.157
H46 -2.25176 -4.41229 2.56026  0.135
S10 -3.06018 0.26980 0.84937  0.563
H47 -2.29299 -5.06874 -9.45424  0.135
O36 3.86162 -2.65723 4.97735  -0.207
O37 -5.68995 0.42254 -2.84948  -0.187

Forces on the atoms, in the same order (eV/Å):
I 0.34 -0.34 0.15
O -0.11 -0.06 0.17
O 0.24 0.46 0.10
H -0.30 -0.13 -0.18
H -0.11 0.25 0.05
H -0.28 0.02 -0.02
S -0.20 0.11 -0.61
O -0.28 -0.35 0.26
S 0.26 -0.06 0.11
H 0.17 0.23 -0.35
O -0.07 -0.37 -0.33
S 0.79 0.14 -0.20
C 0.16 0.45 0.22
H 0.06 -0.03 -0.01
C 0.26 0.93 0.90
O 0.04 0.30 0.10
H -0.02 -0.04 -0.02
H -0.30 -0.15 -0.37
O 0.22 0.05 0.05
C 0.92 0.02 0.29
H 0.12 0.17 -0.14
O 0.04 -0.38 0.27
S 0.62 0.33 -0.13
C 0.08 0.33 -0.46
C -0.44 0.35 0.07
H 0.11 0.03 -0.43
C 0.43 -0.10 0.39
C 0.19 0.73 0.06
O 0.00 -0.25 -0.04
H 0.26 -0.32 0.23
S 0.08 -0.13 -0.50
C -0.13 -0.13 0.51
O 0.13 0.51 0.13
O -1.43 0.39 0.91
C -0.23 -0.25 -0.42
H 0.03 0.01 -0.03
C 0.13 -0.38 -0.41
H -0.14 -0.03 0.23
H 0.04 0.01 -0.04
O -0.62 0.36 -0.08
C 0.31 -0.26 -0.44
C 0.49 -0.08 -0.28
O 0.49 0.21 0.08
H 0.07 0.05 0.26
H -0.15 0.33 -0.36
H -0.29 0.04 0.26
O -0.23 -0.05 0.23
S 0.47 0.77 -0.60
H 0.08 -0.48 -0.08
H 0.07 -0.27 0.47
H -0.18 -0.19 -0.06
H -0.01 -0.03 -0.04
H -0.02 -0.03 0.01
H 0.02 0.04 -0.01
O 0.17 0.22 -0.05
H 0.30 -0.11 -0.42
C 1.03 1.20 0.88
C 0.39 -0.24 0.46
O 0.28 0.59 0.04
H -0.40 -0.54 0.08
P 0.44 2.24 0.31
O -0.46 0.29 0.01
C 0.44 -0.35 -0.40
O -0.26 0.17 0.45
C -0.80 -0.30 0.85
O -0.21 -0.19 -0.13
H 0.43 -0.01 0.07
H 0.00 -0.05 -0.01
H -0.11 -0.22 0.10
H -0.05 0.01 -0.02
H 0.08 -0.04 0.24
H -0.11 0.14 0.25
H -0.05 0.02 0.03
H 0.24 0.04 0.05
O 0.19 -0.45 0.21
H -0.19 -0.02 0.26
C 0.15 0.49 0.21
O -0.25 0.17 0.19
H 0.02 -0.04 0.04
O -0.21 0.12 -0.08
O -0.40 -0.25 0.33
O -0.10 -1.33 -1.06
O -0.15 -0.39 -0.41
H 0.03 -0.01 -0.01
O -0.15 -0.93 -0.40
C 0.10 -0.48 0.37
C -0.19 0.29 0.60
S 0.36 -0.68 -0.29
S -0.53 -0.21 0.33
P -0.36 -0.68 0.99
C 0.22 -0.18 -0.51
H 0.11 -0.21 0.10
C 0.50 -0.20 0.34
O -0.05 -0.13 0.25
H -0.17 0.19 -0.07
H 0.27 -0.14 -0.30
O -0.41 0.09 -0.34
H 0.10 0.13 -0.21
H 0.02 0.01 0.02
H -0.21 -0.14 -0.05
O 0.10 0.17 0.16
H -0.01 0.10 -0.01
S 0.08 -0.54 0.08
H -0.08 0.25 -0.46
H 0.16 -0.03 -0.50
H 0.04 -0.02 -0.01
C -0.45 -0.02 -0.34
O 0.18 -0.10 -0.15
O 0.22 -0.35 -0.42
O -0.36 0.04 0.05
C -0.50 0.19 -0.05
O -0.16 0.13 -0.19
O 0.11 0.25 0.06
O -0.23 0.55 0.51
O -1.37 -0.78 -1.99
H -0.12 0.17 0.15
S 0.32 -0.81 -0.34
H 0.01 0.01 -0.04
O 0.32 0.25 0.31
O -0.50 -0.12 0.09